Density functional theory data (the ωB97M-V functional and the def2-TZVPD basis) for C6H16CsO6 as an isolated structure at a distorted geometry.

Summary:
highest occupied orbital energy = -2.65 eV
energy = -19316.084 eV
net charge = -1
largest force on an atom = 4.1 eV/Å

XYZ file:
```
29
C6H16CsO6, DFT the ωB97M-V functional and the def2-TZVPD basis
Cs -0.462 -3.738 -4.430
C -1.761 -0.798 -5.360
O -2.803 -0.146 -5.014
O -1.933 -1.831 -6.080
O -0.610 -0.474 -4.919
C 1.161 -1.918 -0.599
C 0.742 -0.925 -1.684
O -0.334 -1.460 -2.419
H 0.362 -2.179 0.095
H 1.976 -1.501 -0.008
H 1.466 -2.840 -1.095
H 1.528 -0.782 -2.426
H 0.487 0.061 -1.295
H -0.465 -0.991 -3.247
C 0.153 -4.537 -9.728
C -0.293 -3.399 -8.816
O -0.915 -3.891 -7.628
H -0.610 -5.315 -9.742
H 1.065 -4.974 -9.322
H 0.396 -4.171 -10.725
H -0.998 -2.858 -9.448
H 0.513 -2.751 -8.471
H -1.292 -3.127 -7.187
C 2.589 -1.564 -5.187
O 1.531 -1.821 -6.117
H 2.265 -1.818 -4.178
H 3.466 -2.112 -5.529
H 2.956 -0.537 -5.206
H 0.769 -1.376 -5.738
```

Atomic partial charges in e from the Löwdin method, atoms 1 to 8:
1. Cs 1.167
2. C -1.026
3. O -0.129
4. O -0.255
5. O -0.173
6. C -0.081
7. C -0.324
8. O -0.204

---

Density functional theory data (the ωB97M-V functional and the def2-TZVPD basis) for C6H16CsO6S2 as an isolated structure.

Summary:
highest occupied orbital energy = -14.19 eV
energy = -40979.532 eV
net charge = +1
energy above the lowest of the compared OMol25 structures with the same formula, charge and spin = 0.0 kJ/mol
largest force on an atom = 0.9 eV/Å

XYZ file:
```
31
C6H16CsO6S2, DFT the ωB97M-V functional and the def2-TZVPD basis
Cs -1.527 2.731 -0.627
O 1.389 -0.189 2.514
S 0.483 0.875 2.720
O -0.326 1.339 1.626
O -0.450 0.443 3.905
C -1.705 1.143 4.077
C -2.412 0.531 5.259
C 1.345 2.223 3.403
H -2.316 0.992 3.189
H -1.551 2.210 4.244
H -2.545 -0.547 5.166
H -3.421 0.940 5.336
H -1.908 0.708 6.209
H 0.681 3.068 3.569
H 2.173 2.449 2.737
H 1.723 1.907 4.374
O -0.151 -1.640 -1.764
S -0.010 -0.555 -2.666
O 0.072 0.786 -2.170
O 1.228 -0.756 -3.588
C 1.339 -2.022 -4.301
C 2.812 -2.314 -4.530
C -1.353 -0.588 -3.813
H 0.853 -1.914 -5.271
H 0.854 -2.818 -3.739
H 2.940 -3.383 -4.702
H 3.378 -2.081 -3.630
H 3.187 -1.777 -5.397
H -1.101 0.073 -4.641
H -2.242 -0.228 -3.305
H -1.440 -1.606 -4.184
```

Atomic partial charges in e from the Löwdin method, atoms 1 to 8:
1. Cs 1.111
2. O -0.219
3. S 0.544
4. O -0.470
5. O -0.230
6. C -0.253
7. C -0.060
8. C -0.114

---

Density functional theory data (the ωB97M-V functional and the def2-TZVPD basis) for C6H16FMgO3 as an isolated structure at a distorted geometry.

Summary:
highest occupied orbital energy = -12.60 eV
energy = -20777.400 eV
net charge = +1
energy above the lowest of the compared OMol25 structures with the same formula, charge and spin = 30.5 kJ/mol
largest force on an atom = 2.5 eV/Å

XYZ file:
```
27
C6H16FMgO3, DFT the ωB97M-V functional and the def2-TZVPD basis
Mg -3.099 1.186 2.307
F -1.288 0.980 1.986
C -0.255 0.230 -2.613
C -0.172 -1.199 -2.105
C -0.915 -1.051 -0.758
O -1.980 -0.165 -1.036
C -1.550 0.804 -2.003
H -0.325 0.214 -3.707
H 0.622 0.873 -2.507
H 0.808 -1.666 -2.109
H -0.777 -1.799 -2.791
H -0.238 -0.645 0.001
H -1.360 -1.981 -0.401
H -1.338 1.749 -1.492
H -2.339 0.942 -2.741
C 1.644 1.915 0.546
O 1.395 1.830 1.921
H 2.520 2.544 0.384
H 1.806 0.951 0.040
H 0.846 2.363 -0.069
H 0.480 1.555 2.055
C 1.225 -1.791 2.489
O -0.182 -1.630 2.580
H 1.725 -1.473 3.410
H 1.452 -2.845 2.346
H 1.680 -1.203 1.688
H -0.389 -0.689 2.580
```

Atomic partial charges in e from the Löwdin method, atoms 1 to 8:
1. Mg 1.542
2. F -0.474
3. C -0.171
4. C -0.136
5. C -0.211
6. O -0.174
7. C -0.178
8. H 0.111

---

Density functional theory data (the ωB97M-V functional and the def2-TZVPD basis) for C6H16FO6RbS2 as an isolated structure at a distorted geometry.

Summary:
highest occupied orbital energy = -6.66 eV
energy = -43805.895 eV
net charge = 0
energy above the lowest of the compared OMol25 structures with the same formula, charge and spin = 359.0 kJ/mol
largest force on an atom = 3.4 eV/Å

XYZ file:
```
32
C6H16FO6RbS2, DFT the ωB97M-V functional and the def2-TZVPD basis
Rb 6.244 -2.106 -0.172
F 2.767 -1.968 -2.617
O 3.070 -4.111 3.152
S 1.874 -4.976 3.099
O 1.711 -6.121 4.022
O 0.573 -4.071 3.358
C 0.619 -2.757 2.866
C 0.808 -1.688 3.922
C 1.516 -5.528 1.358
H -0.386 -2.530 2.509
H 1.283 -2.655 2.007
H -0.027 -1.746 4.621
H 0.862 -0.692 3.481
H 1.709 -1.800 4.525
H 2.206 -6.342 1.134
H 1.622 -4.763 0.589
H 0.499 -5.920 1.358
O -2.055 1.290 -3.685
S -1.307 2.446 -3.163
O -0.026 2.785 -3.766
O -2.351 3.740 -3.108
C -1.841 5.037 -2.968
C -3.010 6.098 -3.131
C -1.094 2.280 -1.342
H -1.104 5.189 -3.757
H -1.325 5.054 -2.008
H -2.553 7.087 -3.172
H -3.520 6.193 -2.172
H -3.701 5.884 -3.945
H -2.048 2.049 -0.868
H -0.610 3.185 -0.973
H -0.404 1.457 -1.154
```

Atomic partial charges in e from the Löwdin method, atoms 1 to 8:
1. Rb 0.901
2. F -0.924
3. O -0.327
4. S 0.680
5. O -0.303
6. O -0.253
7. C -0.307
8. C -0.068

---

Density functional theory data (the ωB97M-V functional and the def2-TZVPD basis) for C6H16I2N3 as an isolated structure at a distorted geometry.

Summary:
highest occupied orbital energy = -12.44 eV
energy = -27143.721 eV
net charge = +1
energy above the lowest of the compared OMol25 structures with the same formula, charge and spin = 23.7 kJ/mol
largest force on an atom = 6.3 eV/Å

XYZ file:
```
27
C6H16I2N3, DFT the ωB97M-V functional and the def2-TZVPD basis
C -2.574 -0.383 1.071
C -1.042 1.249 2.280
C -0.906 0.297 -1.491
C -1.697 0.821 0.995
C -0.429 0.698 -0.035
C 3.034 -0.321 -0.536
N 2.221 -1.713 -2.263
N 2.526 -0.503 -1.725
N 0.500 -0.405 0.390
I 3.924 -1.927 0.467
I 3.376 1.647 0.061
H -2.955 -0.564 2.068
H -1.916 -1.170 0.856
H -3.343 -0.305 0.372
H -0.553 2.223 2.185
H -1.622 1.273 3.250
H -0.319 0.446 2.495
H -0.170 0.312 -2.294
H -1.746 1.013 -1.733
H -1.345 -0.667 -1.371
H -2.317 1.661 0.573
H 0.169 1.618 0.027
H 2.168 -2.480 -1.708
H 1.897 -1.656 -3.305
H 2.135 0.284 -2.195
H 0.858 -0.077 1.288
H 0.126 -1.371 0.279
```

Atomic partial charges in e from the Löwdin method, atoms 1 to 8:
1. C -0.061
2. C -0.093
3. C -0.045
4. C -0.391
5. C -0.360
6. C -1.268
7. N 0.081
8. N -0.183

---

Density functional theory data (the ωB97M-V functional and the def2-TZVPD basis) for C6H16IO2Zn as an isolated structure at a distorted geometry.

Summary:
highest occupied orbital energy = -12.50 eV
energy = -67085.012 eV
net charge = +1
energy above the lowest of the compared OMol25 structures with the same formula, charge and spin = 225.0 kJ/mol
largest force on an atom = 3.1 eV/Å

XYZ file:
```
26
C6H16IO2Zn, DFT the ωB97M-V functional and the def2-TZVPD basis
Zn -14.762 14.226 -18.915
I -15.164 15.251 -16.302
C -18.252 16.467 -13.269
C -18.249 15.009 -12.888
C -19.679 14.337 -12.749
O -17.720 14.268 -13.923
H -17.495 16.634 -14.034
H -18.068 17.166 -12.453
H -19.186 16.737 -13.763
H -17.684 14.789 -11.982
H -19.605 13.478 -12.082
H -20.076 13.976 -13.698
H -20.405 15.072 -12.404
H -17.250 14.731 -14.621
C -14.378 11.990 -12.685
C -14.264 11.171 -13.997
C -15.469 10.380 -14.200
O -13.986 12.043 -15.023
H -15.320 12.529 -12.586
H -13.502 12.597 -12.455
H -14.402 11.283 -11.856
H -13.404 10.508 -13.909
H -15.437 9.705 -15.055
H -16.236 11.132 -14.389
H -15.750 9.899 -13.263
H -14.512 12.830 -14.865
```

Atomic partial charges in e from the Löwdin method, atoms 1 to 8:
1. Zn 0.874
2. I 0.360
3. C -0.039
4. C -0.474
5. C -0.027
6. O -0.102
7. H 0.051
8. H 0.089